A 14-piece molecular cluster, C20H68N2O14 overall. Source: OMol25; level of theory: ωB97M-V with the def2-TZVPD basis set.

```
! RIJCOSX wB97M-V def2-TZVPD def2/J DEFGRID3
* xyz 0 1
C -3.35186 -3.06290 -1.92846
C -3.61607 -3.01274 -0.48454
O -4.90899 -2.40100 -0.28061
H -3.27641 -2.08929 -2.42053
H -4.09485 -3.60070 -2.46352
H -2.40922 -3.54904 -2.09093
H -2.92310 -2.39378 0.04729
H -3.56603 -3.95352 0.05649
H -4.83871 -1.42426 -0.47593
C -1.38008 4.06070 1.29228
C -0.76447 5.23743 2.06958
O -1.71997 6.23470 2.28272
H -0.82155 3.16112 1.38226
H -1.42351 4.15816 0.22027
H -2.43462 3.87465 1.59325
H 0.11739 5.55439 1.47711
H -0.38815 5.03624 3.07631
H -2.00979 6.60466 1.43504
C -0.72205 -2.69859 -6.69912
C -0.13992 -2.04325 -5.43529
O -1.14683 -1.97381 -4.48851
H -0.75093 -3.75674 -6.67600
H -0.11355 -2.45937 -7.55013
H -1.71622 -2.28897 -6.92204
H 0.31313 -1.03230 -5.65994
H 0.66263 -2.64524 -5.11377
H -0.83003 -1.42278 -3.81892
C 3.68868 1.66357 0.78550
C 4.73240 1.97864 -0.21967
O 5.40548 3.13179 0.17114
H 3.18408 0.72091 0.57044
H 2.88328 2.40055 0.86338
H 4.16900 1.70874 1.71837
H 4.37340 1.99032 -1.25619
H 5.44043 1.15011 -0.08098
H 5.44307 3.03525 1.11539
C 0.08343 0.99969 -0.12943
C -0.52914 -0.39234 0.02740
O -1.13677 -0.76873 -1.11282
H -0.57169 1.83142 -0.40680
H 0.92939 1.00796 -0.87140
H 0.49936 1.33650 0.81290
H -1.13662 -0.43059 0.87832
H 0.29368 -1.06973 0.28500
H -2.06251 -0.50418 -1.11240
C -0.90134 -4.98722 1.55861
C -0.25314 -3.83165 0.78953
O -0.34369 -3.96248 -0.59240
H -0.39793 -5.90921 1.39931
H -1.94646 -5.04829 1.29568
H -0.85080 -4.82426 2.62822
H 0.78699 -3.76182 1.08127
H -0.75291 -2.92771 1.13326
H 0.07728 -3.26211 -1.06915
C 0.70573 1.23519 -3.85458
O 0.66736 2.02129 -5.01344
N -0.32774 0.72978 -3.29428
N 1.87253 0.91240 -3.36393
H -1.21440 0.99251 -3.75652
H -0.36362 0.16657 -2.38767
H 2.69453 1.36410 -3.72519
H 2.01241 0.28646 -2.54688
C 1.27735 1.52140 3.53486
O 1.53526 2.77881 4.14520
H 2.10191 1.19244 2.91737
H 0.49087 1.76114 2.82384
H 0.99485 0.71371 4.18547
H 1.97470 3.25682 3.45062
C 0.03970 -2.40348 4.34334
O -0.32928 -1.80627 3.13803
H -0.66592 -2.06705 5.08419
H 1.04430 -2.14186 4.52326
H -0.00384 -3.45353 4.32148
H -1.26186 -1.90567 2.96810
C -3.94396 0.61280 0.41788
O -3.91944 -0.00420 -0.85822
H -3.15949 1.32112 0.59522
H -3.86687 -0.17834 1.14776
H -4.94135 1.11961 0.60761
H -4.48023 0.56959 -1.45107
C 1.94659 -1.89957 -1.84934
O 2.63268 -0.71970 -1.45440
H 0.95718 -1.68851 -2.28312
H 1.79562 -2.59864 -1.02677
H 2.42956 -2.51929 -2.56896
H 3.52641 -0.91760 -1.05855
C -2.11992 1.06386 3.73958
O -1.87788 2.43814 4.14636
H -3.01166 0.99247 3.12211
H -2.10843 0.33387 4.57227
H -1.31110 0.63668 3.14653
H -1.27590 2.35057 4.84958
C 2.74435 -1.75204 2.11646
O 4.10342 -1.39163 2.12464
H 2.51547 -2.12577 1.12324
H 2.02995 -0.94763 2.15121
H 2.45807 -2.56246 2.82187
H 4.35898 -1.08751 2.95792
C 1.20464 3.76542 -1.32806
O 1.71046 5.08449 -1.40525
H 1.96152 3.04378 -1.36140
H 0.58322 3.61169 -2.16725
H 0.65500 3.74513 -0.36471
H 2.30509 5.16001 -0.64325
*
```

## Properties
- ΔE to the lowest compared entry with this formula, charge and spin (kcal per mole) = 36.98
- frontier orbital gap (eV) = 8.62
- HOMO level (hartree) = -0.318
- strongest force on any atom (eV/A) = 9.29


A 3-piece molecular cluster, C3H12NO2 overall. Source: OMol25; level of theory: ωB97M-V with the def2-TZVPD basis set.

```
! RIJCOSX wB97M-V def2-TZVPD def2/J DEFGRID3
* xyz 1 1
C -0.02921 2.58739 1.81414
C 0.15273 1.26045 1.17742
C -0.25467 0.09791 1.68954
N -0.75334 -0.97809 0.79451
H -0.77019 3.32275 1.49264
H 0.94552 3.10145 1.85505
H -0.24795 2.59548 2.89318
H 0.61941 1.22624 0.19061
H -0.45841 -0.16672 2.71315
H -0.47364 -1.93122 1.04982
H -0.23539 -0.91811 -0.11307
H -1.76497 -0.91685 0.70634
H 0.53490 -1.23070 -2.13491
H 1.15541 0.27620 -2.13995
O 0.85070 -0.45160 -1.61399
H -0.48156 -3.00849 -3.48069
H 1.05645 -2.55674 -3.54907
O 0.15420 -2.30935 -3.34474
*
```

## Properties
- ΔE to the lowest compared entry with this formula, charge and spin (kcal per mole) = 37.95
- frontier orbital gap (eV) = 10.65
- HOMO level (hartree) = -0.515
- strongest force on any atom (eV/A) = 3.23


An isolated ion of composition C21H39N3O7PS and charge +1. Source: OMol25; level of theory: ωB97M-V with the def2-TZVPD basis set.

```
! RIJCOSX wB97M-V def2-TZVPD def2/J DEFGRID3
* xyz 1 1
C 2.71368 -0.13436 4.87054
C 3.05611 0.06380 3.49749
C 1.84155 -0.22856 2.44900
O 1.38417 -1.57210 2.76642
C 2.26836 -2.58421 2.22471
C 1.59318 -3.23471 0.90515
N 2.47336 -3.20440 -0.30171
C 1.60300 -3.58400 -1.48582
C 2.27073 -3.16930 -2.89530
C 2.81005 -1.64291 -2.87393
O 3.36865 -4.03592 -3.28023
C 0.65936 0.76482 2.85070
N 0.04116 1.53614 1.66870
C 0.94836 2.70817 1.47282
C 0.77149 3.57650 0.15761
O 0.35318 4.76096 0.28671
O 1.08883 3.17217 -1.17609
C 1.70028 4.33825 -1.81250
C 1.05619 5.03661 -3.12118
O 2.77541 4.82255 -1.39637
P -1.60846 1.97541 2.31081
S -2.46740 3.44342 1.41263
C -0.03022 0.53057 0.55503
C -1.02290 0.88018 -0.65694
C -2.35169 -0.06845 -0.57659
N -3.48246 0.47035 -1.37249
C -3.89028 -0.42298 -2.49737
C -4.84080 -1.64784 -2.08966
C -4.61725 0.91250 -0.54046
C -5.25375 0.12837 0.69662
O -5.11898 2.04363 -0.81204
C 1.43907 0.09574 0.08211
O 2.40884 -0.07869 1.14334
H 1.67100 -0.52499 5.16751
H 3.40856 0.12485 5.73332
H 4.09880 0.38928 3.15467
H 2.29349 -3.43696 3.00630
H 3.35097 -2.26080 2.08315
H 0.66134 -2.58819 0.67077
H 1.19051 -4.27557 1.15869
H 3.09144 -4.03562 -0.19542
H 1.42022 -4.71808 -1.53277
H 0.56873 -3.07925 -1.43884
H 1.50892 -3.21837 -3.76210
H 1.91819 -0.91777 -2.78895
H 3.33779 -1.45685 -3.87222
H 3.53102 -1.55734 -1.99478
H 3.73296 -4.48693 -2.48917
H 1.06905 1.59181 3.54499
H -0.18153 0.25899 3.45867
H 2.07224 2.44276 1.55022
H 0.76688 3.42033 2.36612
H 1.70285 5.91680 -3.47826
H -0.00605 5.37797 -2.87180
H 1.03539 4.20133 -3.91970
H -1.33782 2.40716 3.67155
H -2.43152 0.78801 2.46311
H -0.48802 -0.42505 1.03049
H -1.27022 1.98108 -0.78933
H -0.49576 0.55207 -1.63423
H -2.03350 -1.10706 -0.97776
H -2.56894 -0.22010 0.53492
H -4.35662 0.18531 -3.34567
H -2.92355 -0.88890 -2.93106
H -5.89654 -1.22366 -1.87271
H -4.97766 -2.41561 -2.93337
H -4.52533 -2.16332 -1.10793
H -4.75182 -0.90740 0.76418
H -4.94592 0.70184 1.65298
H -6.39204 0.00781 0.63868
H 1.29989 -0.90146 -0.48958
H 1.91182 0.81018 -0.68638
*
```

## Properties
- frontier orbital gap (eV) = 8.73
- HOMO level (hartree) = -0.440
- strongest force on any atom (eV/A) = 5.43
- SMILES string = C=C[C@@]1(OCCNC[C@@H](C)O)C[N@+](CC(=O)OC(C)=O)([PH2]=S)[C@@H](CCN(CC)C(C)=O)CO1


One molecule with the formula C4H14N2Si. Source: OMol25; level of theory: ωB97M-V with the def2-TZVPD basis set.

```
! RIJCOSX wB97M-V def2-TZVPD def2/J DEFGRID3
* xyz 0 1
C 2.65380 1.28688 -0.21601
N 1.70575 0.30170 0.26420
Si 0.37249 -0.50567 -0.49479
C 0.60955 -2.24658 0.19805
N -1.19371 0.05315 0.24610
C -1.22194 1.46060 0.48417
C -2.45003 -0.54406 0.03173
H 2.35303 2.41370 -0.01609
H 3.68510 1.20916 0.14412
H 2.55749 0.99152 -1.26131
H 1.91187 0.10764 1.22822
H 0.43080 -0.37619 -1.91304
H 0.86485 -2.68894 1.19917
H -0.27721 -2.81092 -0.04958
H 1.51100 -2.72115 -0.40370
H -0.27289 1.94598 0.58392
H -1.46854 1.89186 -0.50769
H -1.96784 1.63918 1.26947
H -2.92018 -0.15252 -0.89696
H -2.16327 -1.72273 0.02051
H -3.17789 -0.40471 0.84586
*
```

## Properties
- ΔE to the lowest compared entry with this formula, charge and spin (kcal per mole) = 38.08
- frontier orbital gap (eV) = 9.03
- HOMO level (hartree) = -0.297
- strongest force on any atom (eV/A) = 4.51
- SMILES string = CN[Si@@H](C)N(C)C


A 2-piece molecular cluster, C3H8N2OS overall. Source: OMol25; level of theory: ωB97M-V with the def2-TZVPD basis set.

```
! RIJCOSX wB97M-V def2-TZVPD def2/J DEFGRID3
* xyz 0 1
C -0.44113 1.90999 -1.05952
O -0.27823 1.57179 0.32770
C -0.43203 0.26310 0.55420
S 1.07575 -0.68879 -0.09372
C 2.46319 0.27989 0.72335
H 0.15596 1.40025 -1.70729
H -0.24054 2.98219 -1.01457
H -1.53470 1.84843 -1.29559
H -0.47147 0.25778 1.65288
H -1.20063 -0.18830 0.04038
H 3.30333 0.53147 -0.00804
H 2.84958 -0.31090 1.53709
H 1.98292 1.19790 1.06519
N 0.07872 2.20416 2.87106
N -0.73028 2.91293 3.09601
*
```

## Properties
- ΔE to the lowest compared entry with this formula, charge and spin (kcal per mole) = 30.76
- frontier orbital gap (eV) = 9.63
- HOMO level (hartree) = -0.318
- strongest force on any atom (eV/A) = 5.00
- SMILES string = COCSC.N#N


C39H40N2O8PRh as an isolated structure. Source: OMol25; level of theory: ωB97M-V with the def2-TZVPD basis set.

```
! RIJCOSX wB97M-V def2-TZVPD def2/J DEFGRID3
* xyz 0 1
Rh -0.90289 -1.53365 0.06288
C 3.42498 3.63949 0.70954
C 2.83305 2.33339 1.19182
C 3.49004 1.86736 2.48711
O 1.42699 2.48433 1.38651
C 0.74840 1.28802 0.98874
C 1.93460 0.42226 0.44740
O 2.94540 1.37539 0.16394
C 1.84323 -0.66434 -0.63574
O 1.03039 -1.68759 -0.12230
C 3.25451 -1.27928 -0.74160
C 3.62186 -2.32366 0.09940
C 4.89705 -2.87090 0.03408
C 5.82471 -2.37238 -0.86729
C 5.46891 -1.32055 -1.70051
C 4.19404 -0.77954 -1.63846
C 1.38756 -0.23743 -2.02691
C 0.92497 -1.22753 -2.89287
C 0.48410 -0.90988 -4.16698
C 0.51284 0.40995 -4.60472
C 1.00718 1.39311 -3.76474
C 1.44757 1.06668 -2.48716
C -0.57708 1.59542 0.21371
O -1.06158 0.40088 -0.31970
C -0.59573 2.65116 -0.90944
C -1.54251 2.47180 -1.91749
C -1.68969 3.39348 -2.93998
C -0.89051 4.52810 -2.97964
C 0.03845 4.72865 -1.97181
C 0.17741 3.80600 -0.94155
C -1.58148 2.15702 1.25890
C -2.84310 1.59629 1.38179
C -3.76581 2.07866 2.30290
C -3.43747 3.15100 3.11431
C -2.18952 3.74469 2.97635
C -1.27419 3.26187 2.05458
H 3.10045 4.45179 1.35950
H 3.11024 3.84147 -0.31290
H 4.51296 3.58480 0.73496
H 3.46577 2.67910 3.21419
H 4.52726 1.59125 2.29612
H 2.96869 1.01627 2.92222
H 0.38968 0.76988 1.88582
H 2.25047 -0.16479 1.31825
H 2.89995 -2.70389 0.80947
H 5.16555 -3.68659 0.69412
H 6.81868 -2.79800 -0.91984
H 6.18689 -0.91994 -2.40504
H 3.92574 0.03988 -2.29226
H 0.93183 -2.25840 -2.56335
H 0.13167 -1.69304 -4.82757
H 0.16322 0.66253 -5.59780
H 1.04127 2.42642 -4.08728
H 1.85522 1.83672 -1.85465
H -2.15709 1.58266 -1.89909
H -2.42978 3.22472 -3.71275
H -0.99908 5.24970 -3.77928
H 0.66144 5.61500 -1.97598
H 0.88791 3.99571 -0.15499
H -3.10509 0.79157 0.71658
H -4.74495 1.61980 2.37906
H -4.14854 3.53011 3.83673
H -1.92645 4.59669 3.59087
H -0.31339 3.74391 1.95838
O -4.95123 -1.72390 4.20387
C -5.53150 -1.47211 3.04315
O -6.71342 -1.27271 2.93352
C -4.65999 -1.46508 1.83088
C -5.12487 -1.20631 0.55873
N -4.07138 -1.27425 -0.27650
N -2.95349 -1.56321 0.38480
C -3.27955 -1.67454 1.65933
C -2.12924 -1.84840 2.59282
O -2.30739 -2.04223 3.78523
O -0.96473 -1.79419 2.02772
H -3.96829 -1.84790 4.12855
H -6.12175 -0.98151 0.22031
H -4.03677 -1.10035 -1.26807
C 0.33415 -4.47160 -1.31223
P -0.74648 -3.82729 -0.01388
C -2.32283 -4.69256 -0.28228
C -0.08123 -4.55244 1.50416
H 0.39494 -5.55846 -1.24207
H 1.32128 -4.02694 -1.18864
H -0.05762 -4.19478 -2.29099
H -2.17425 -5.77310 -0.29139
H -2.74744 -4.38585 -1.23885
H -3.02888 -4.43994 0.50913
H 0.10109 -5.61795 1.35847
H -0.76832 -4.41042 2.33674
H 0.85199 -4.04560 1.74895
*
```

## Properties
- ΔE to the lowest compared entry with this formula, charge and spin (kcal per mole) = 17.08
- frontier orbital gap (eV) = 7.08
- HOMO level (hartree) = -0.306
- strongest force on any atom (eV/A) = 0.25